(1)
The following is a quantum chemistry calculation of a cluster of 2 separate species, C6H12N5O in total in a non-equilibrium geometry, from the Open Molecules 2025 dataset.

* total charge: +1
* LUMO level: -3.05 eV
* HOMO level: -13.67 eV
* 2S+1: 1

Geometry as XYZ:
```
24
Properties=species:S:1:pos:R:3:forces:R:3:mulliken_charge:R:1
C 1.2071 1.0436 -3.1566 3.11 -1.19 1.61 -0.0767
C 1.3404 0.6312 -1.0348 -1.15 0.69 2.32 0.3613
C 1.5787 0.6577 0.4645 -0.94 -1.26 -0.43 0.4017
C -1.1113 -1.8090 0.5155 0.93 -0.78 1.35 -1.1173
C -1.9862 -1.2884 1.6638 1.69 -1.79 -0.58 -0.3249
C -2.3043 0.0767 1.4957 -4.10 1.60 2.77 0.0697
N 2.1521 0.7474 -2.0650 -0.33 0.55 -3.13 -0.1696
N 0.0329 1.0401 -2.6659 -1.26 0.38 -2.87 -0.9665
N 0.0881 0.7938 -1.4039 -0.18 -0.22 3.09 0.3283
N 2.8385 0.4729 0.8510 -0.91 0.25 2.46 -0.4256
N -1.9156 0.8513 0.6168 0.81 2.31 -3.04 0.0028
O 0.6365 0.7038 1.2724 1.70 0.34 -1.42 -0.6238
H 1.5238 1.0487 -4.1711 0.07 0.33 -0.51 0.4034
H -1.6252 -1.7360 -0.3993 -0.76 -0.06 -1.25 0.3713
H -0.1878 -1.2407 0.4090 -0.11 -0.22 0.21 0.1013
H -0.8663 -2.8701 0.7140 -0.08 0.58 -0.25 0.3955
H -1.4443 -1.3627 2.6166 -0.39 -0.31 0.06 0.2750
H -2.8964 -1.8885 1.6502 -0.16 0.18 0.63 0.3352
H -3.1320 0.5915 2.1389 1.55 -1.38 -0.67 0.3215
H 3.6508 0.1915 0.3858 0.83 -0.25 -1.25 0.1833
H 2.8204 0.2773 1.8432 0.60 0.19 0.14 0.2656
H 3.1691 0.5926 -2.1582 -1.12 0.31 0.19 0.2317
H -2.3791 1.7555 0.5724 0.37 0.00 0.06 0.3012
H -1.1898 0.7199 -0.1550 -0.17 -0.25 0.48 0.3556
```
Forces are in eV/Å.

(2)
The following is a quantum chemistry calculation of a structure of composition C6H12N5O2S in a non-equilibrium geometry, from the Open Molecules 2025 dataset.

* total charge: +1
* LUMO level: -3.98 eV
* HOMO level: -11.43 eV
* 2S+1: 1

Geometry as XYZ:
```
26
Properties=species:S:1:pos:R:3:forces:R:3:mulliken_charge:R:1
C 2.8093 0.0022 -0.0913 1.22 1.59 0.91 0.9540
C 4.6388 -0.1050 1.0686 0.01 1.18 -0.18 0.6409
C 1.6609 -0.5511 -0.7834 -0.68 -0.32 -1.12 -0.0475
C -3.4400 1.4345 0.6717 0.36 -0.04 0.06 -0.9756
C -2.1205 1.6357 1.4030 -0.49 0.07 0.17 -0.5401
C -0.7026 -0.2095 0.7160 1.36 -1.39 -0.38 0.0721
N 3.6527 -0.8105 0.5914 -0.43 -0.68 -0.16 -0.5593
N 3.0757 1.2886 -0.1514 -1.20 -0.51 -0.73 -0.4421
N 5.6630 -0.5614 1.7771 0.28 -0.22 0.21 -0.3755
N 1.0156 0.1878 -1.6564 0.41 -0.69 0.50 -0.1934
N -1.4232 -1.0681 1.4119 -0.91 0.49 0.55 -0.2893
O 1.4440 -1.8357 -0.7184 0.03 0.48 -0.21 -0.5261
O -1.0082 1.0487 0.6889 -0.44 0.84 0.09 -0.3217
S 4.4461 1.6189 0.6425 0.25 -1.05 0.37 0.0635
H -3.3918 1.8906 -0.3135 -0.04 0.04 -0.08 0.3044
H -3.6775 0.3797 0.5490 -0.06 -0.04 -0.01 0.3077
H -4.2398 1.9065 1.2352 -0.10 0.05 0.03 0.3678
H -2.1583 1.2325 2.4203 0.08 0.09 -0.06 0.4110
H -1.8742 2.6973 1.4585 0.00 -0.17 0.08 0.2902
H 5.7556 -1.5480 1.9546 -0.01 0.03 0.00 0.2404
H 6.3991 0.0555 2.0710 0.03 -0.09 0.04 0.2089
H 0.2008 -0.1883 -2.1197 0.01 0.06 0.10 0.3217
H 1.1736 1.1856 -1.6408 0.06 0.00 -0.03 0.2563
H 2.0791 -2.2555 -0.1075 0.08 0.20 0.01 0.4180
H -1.1631 -2.0397 1.4101 0.11 0.13 -0.08 0.2066
H -2.2526 -0.8407 1.9577 0.10 -0.06 -0.07 0.2071
```
Forces are in eV/Å.

(3)
The following is a quantum chemistry calculation of the ion C6H12N5S with charge +1 in a non-equilibrium geometry, from the Open Molecules 2025 dataset.

* total charge: +1
* LUMO level (alpha / beta): -6.88 / -5.46 eV
* HOMO level (alpha / beta): -12.34 / -12.34 eV
* 2S+1: 1
* SMILES string: CSNCN(C)[C@H]1C=CN=[N+]=N1

Geometry as XYZ:
```
24
Properties=species:S:1:pos:R:3:forces:R:3:mulliken_charge:R:1
C -3.3018 1.9379 0.0601 -1.74 -1.96 -0.38 -0.8606
S -2.2906 0.6099 -0.6904 0.93 -0.72 2.05 0.2099
N -1.5216 0.0010 0.7832 -1.97 1.19 -2.92 -0.0978
C -0.8678 -1.2756 0.8389 1.58 -1.17 0.27 -0.9012
N 0.3843 -1.3769 0.0370 1.11 1.60 5.51 0.1329
C 0.3109 -1.5476 -1.3190 1.44 -0.38 -2.20 -0.8919
C 1.3978 -0.5163 0.7103 0.76 -2.29 0.36 0.1637
C 2.6939 -0.3840 -0.0726 -0.61 0.70 0.14 -0.8254
C 3.0865 0.7605 -0.6639 -0.42 -1.86 1.90 -0.2302
N 2.2967 1.8638 -0.5121 -1.72 1.93 -0.13 -0.4904
N 1.3379 1.7270 0.2643 1.96 1.45 -2.05 0.0933
N 0.8416 0.8694 0.9184 -0.60 -1.27 1.96 -0.0564
H -4.0443 1.3087 0.6458 1.27 1.16 0.38 0.3512
H -4.0502 2.2499 -0.7135 1.35 0.38 0.14 0.3794
H -2.6846 2.7037 0.5388 -0.57 -0.13 -0.06 0.3039
H -1.2450 0.7674 1.3626 0.34 0.28 0.82 0.4857
H -1.5404 -2.0103 0.4420 -0.51 -0.39 -0.05 0.4149
H -0.6342 -1.5233 1.9268 -0.31 0.50 -1.41 0.3535
H -0.6189 -1.9564 -1.4297 -2.42 -1.27 -1.23 0.4443
H 0.4059 -0.7046 -1.9356 -0.32 2.09 -0.67 0.4058
H 1.0356 -2.1792 -1.8530 0.13 -0.55 1.04 0.3042
H 1.6443 -1.0060 1.7985 -0.96 1.31 -2.49 0.3400
H 3.3244 -1.2351 -0.0563 0.48 -0.72 -0.20 0.4676
H 4.0398 0.9160 -1.0806 0.81 0.10 -0.76 0.5035
```
Forces are in eV/Å.

(4)
The following is a quantum chemistry calculation of a structure of composition C6H12NO in a non-equilibrium geometry, from the Open Molecules 2025 dataset.

* total charge: -1
* LUMO level: 2.75 eV
* HOMO level: -2.63 eV
* 2S+1: 1

Geometry as XYZ:
```
20
Properties=species:S:1:pos:R:3:forces:R:3:mulliken_charge:R:1
C -0.6926 0.9588 -1.5304 1.53 -0.51 0.37 -1.0564
C -0.3538 0.4983 -0.0906 -0.09 2.22 -0.15 0.3199
C -0.7776 -0.9210 0.2437 1.79 -3.12 0.62 -0.7661
C -0.1990 -1.8722 -0.8809 -2.62 1.52 1.88 -0.3111
C -1.0446 -2.4032 -1.8052 -1.04 3.02 -3.89 -0.5412
N 1.0717 0.8385 0.1493 -0.52 -2.00 -0.60 -0.5653
C 1.4268 0.8593 1.5964 0.17 2.08 1.06 -0.5680
O 0.5350 1.4796 2.3833 -0.13 -0.40 -0.21 -0.8903
H -0.4830 0.0636 -2.1161 -0.49 0.51 -0.67 0.0813
H -1.7075 1.3455 -1.6466 0.19 -0.07 -0.15 0.2438
H 0.1183 1.6657 -1.8420 -1.11 -0.13 0.14 0.3829
H -0.8824 1.1847 0.5902 -0.34 -0.58 0.26 0.4801
H -0.1918 -1.2596 1.1052 -0.45 0.68 0.64 0.2855
H -1.8363 -1.1030 0.4250 0.00 0.37 -0.18 0.3736
H 0.8849 -1.7646 -0.7886 -0.09 0.29 -1.60 0.3235
H -1.3215 -1.3392 -2.7219 2.37 -3.53 0.70 0.1452
H -2.1381 -2.5992 -1.8515 0.57 0.30 2.14 0.2305
H 1.1325 1.7874 -0.1864 0.23 0.21 0.24 0.2926
H 2.3776 1.4766 1.5373 0.12 -0.62 0.07 0.3162
H 1.7159 -0.1410 1.9971 -0.09 -0.24 -0.67 0.2233
```
Forces are in eV/Å.

(5)
The following is a quantum chemistry calculation of a cluster of 3 separate species, C6H12NO in total in a non-equilibrium geometry, from the Open Molecules 2025 dataset.

* total charge: -2
* LUMO level (alpha / beta): 6.03 / 6.03 eV
* HOMO level (alpha / beta): 1.58 / 2.52 eV
* 2S+1: 2

Geometry as XYZ:
```
20
Properties=species:S:1:pos:R:3:forces:R:3:mulliken_charge:R:1
C 0.2557 0.5365 -1.6571 0.07 1.65 0.36 -1.0183
O 0.7603 1.5451 -0.8478 -0.16 -1.03 -0.42 -0.9271
C -0.1338 -0.8412 -1.0066 -2.11 -1.10 -2.06 0.5074
C -0.9232 -0.6632 0.2598 -1.45 1.34 2.12 -0.7414
C -0.6464 -1.4387 1.5656 0.25 -0.31 -1.66 -0.7019
C 0.3296 -1.3425 3.9111 -0.79 0.11 -1.92 -1.0589
C -0.0550 -0.8304 2.6562 0.48 0.34 1.49 0.1876
N -0.9700 -1.7342 -1.9004 0.31 0.85 1.09 -1.0645
H 0.9612 0.2559 -2.4879 -0.07 -0.13 0.14 0.2172
H -0.6658 0.8979 -2.1900 0.04 -0.37 0.10 0.3010
H 0.7476 -1.3267 -0.7533 2.42 -0.94 0.41 0.4638
H -0.9003 0.4431 0.5305 0.14 -1.13 -0.23 0.2133
H -1.9424 -0.9037 -0.0829 -0.06 0.08 0.17 0.5250
H -0.4596 -1.9778 -2.7478 0.53 0.08 -0.02 0.0459
H -0.8544 -2.5534 1.6064 0.27 1.31 -0.08 0.2607
H 0.7585 -0.6370 4.5750 0.42 0.19 0.87 0.2629
H 0.2149 -2.3814 4.1435 0.05 -0.45 0.36 0.3322
H 0.1821 0.2502 2.6348 -0.35 -0.48 -0.73 0.1954
H 1.6925 6.3975 -3.6820 -0.15 -0.34 -2.87 0.0094
H 1.6485 6.3040 -4.5271 0.15 0.33 2.87 -0.0098
```
Forces are in eV/Å.

(6)
The following is a quantum chemistry calculation of the ion C6H12NO with charge +1 in a non-equilibrium geometry, from the Open Molecules 2025 dataset.

* total charge: +1
* LUMO level: -5.91 eV
* HOMO level: -13.74 eV
* 2S+1: 1

Geometry as XYZ:
```
20
Properties=species:S:1:pos:R:3:forces:R:3:mulliken_charge:R:1
C -0.0348 -1.4872 0.9021 1.68 -1.23 3.11 -0.8168
C -0.6301 -2.5946 0.1249 -0.90 -1.07 -0.57 -0.5818
C 0.3753 -0.3381 0.1143 -1.06 1.01 -1.25 1.1307
C 1.7417 0.0373 -0.1502 -0.34 0.76 4.08 -1.2038
C -0.4772 2.0609 -0.8769 1.90 -1.98 2.59 -1.3152
C -0.7020 0.5766 -0.2579 0.02 2.85 1.06 -0.3405
N -0.4614 -2.1471 -1.2697 1.31 0.03 0.63 0.1609
O -1.0719 -2.7375 -2.0618 -0.88 -0.75 -1.50 -0.3392
H -0.6714 -1.3840 1.8064 0.19 1.02 -0.67 0.4055
H 0.8774 -1.9396 1.3147 0.02 0.42 0.08 0.3393
H -0.1431 -3.5200 0.4110 0.50 -0.31 -0.74 0.3737
H -1.6618 -2.8660 0.2725 -0.73 0.52 0.16 0.3567
H 1.7203 1.1371 0.1893 0.73 -1.38 -0.79 0.2701
H 2.0813 -0.1130 -1.1026 0.46 0.24 -2.94 0.3343
H 2.3917 -0.5936 0.4580 0.23 0.36 0.18 0.4625
H -0.2314 2.0073 -1.8977 0.74 -0.13 -1.25 0.3847
H 0.3037 2.6199 -0.2762 -1.01 -0.42 -0.85 0.3747
H -1.4092 2.5360 -0.8366 -1.30 0.80 0.40 0.4125
H -1.1866 0.0684 -1.0772 -1.31 -0.43 0.41 0.2842
H -1.2020 0.6971 0.7888 -0.25 -0.32 -2.14 0.3076
```
Forces are in eV/Å.

(7)
The following is a quantum chemistry calculation of a cluster of 2 separate species, C6H12NO in total in a non-equilibrium geometry, from the Open Molecules 2025 dataset.

* total charge: +1
* LUMO level: -9.30 eV
* HOMO level: -13.31 eV
* 2S+1: 1

Geometry as XYZ:
```
20
Properties=species:S:1:pos:R:3:forces:R:3:mulliken_charge:R:1
C 0.0014 -1.0583 1.1671 -2.20 0.37 1.14 -0.2857
O -0.6012 -0.8038 0.0606 0.72 -0.36 0.06 -0.3892
C 1.6050 -0.9648 1.0121 2.56 1.31 -1.60 -0.3565
C 1.9183 0.2818 0.1764 -0.80 1.44 0.33 -0.7313
C 1.3529 1.5828 0.6582 -0.24 0.50 0.24 -0.0160
C 1.9297 2.6173 1.3057 -0.77 -1.11 0.40 -0.7610
C -3.4934 -0.9270 -2.4712 0.39 -0.22 -0.04 -0.1006
N -2.4684 -0.4271 -1.9678 -0.07 0.51 0.40 -0.3420
H -0.1834 -0.3325 1.9838 0.18 0.40 -0.30 0.3702
H -0.1285 -2.0833 1.5648 0.46 -0.46 -0.57 0.3503
H -1.9738 -0.8636 -1.1791 0.01 -0.26 -0.13 0.3875
H 2.0721 -0.7794 1.9782 -0.52 -0.79 0.39 0.3821
H 2.0211 -1.7860 0.4297 -0.51 -0.58 0.56 0.3338
H 3.0068 0.4270 0.1803 0.03 -0.49 -0.10 0.4352
H 1.4563 0.2185 -0.8190 0.51 -0.60 -0.05 0.3297
H 2.9025 2.5998 1.7789 0.27 0.09 -0.48 0.3009
H 1.2614 3.4327 1.5483 0.27 0.23 0.04 0.2720
H -3.8180 -1.9463 -2.2278 -0.32 0.18 0.06 0.2312
H -4.0321 -0.3444 -3.2178 -0.06 -0.20 -0.14 0.2673
H 0.3107 1.7331 0.3765 0.09 0.04 -0.21 0.3223
```
Forces are in eV/Å.

(8)
The following is a quantum chemistry calculation of a structure of composition C6H12NO in a non-equilibrium geometry, from the Open Molecules 2025 dataset.

* total charge: +1
* LUMO level: -5.72 eV
* HOMO level: -12.25 eV
* 2S+1: 1

Geometry as XYZ:
```
20
Properties=species:S:1:pos:R:3:forces:R:3:mulliken_charge:R:1
C 0.2677 -1.4038 0.0946 -2.00 1.25 -2.56 -0.3353
C 0.4866 1.0606 0.0052 -1.92 0.60 2.71 -0.9204
C -0.8609 -1.0538 1.0240 0.75 -0.91 -0.07 -0.8507
C -2.5414 0.5677 1.2693 -1.87 -0.49 1.85 -0.1560
C 0.8953 -0.1639 -0.4602 -2.32 2.56 1.48 0.7309
C 2.5212 0.6926 -1.8557 -2.49 3.60 1.44 -0.6657
N -1.8492 -0.1132 0.4661 -1.03 -3.27 0.98 -0.0383
O 1.7026 -0.3857 -1.4549 1.99 -1.08 -0.63 -0.3335
H 1.0664 -1.8119 0.6586 0.48 -1.56 0.19 0.3449
H -0.1943 -1.9026 -0.8244 1.20 -0.49 1.40 0.2341
H -2.0560 0.7416 2.3192 -1.35 0.19 -2.05 0.2815
H 1.1495 1.9747 0.0829 -1.42 -1.09 -0.52 0.3775
H -1.4132 -1.9372 1.3560 -0.21 0.00 -0.47 0.4447
H -0.5152 -0.6390 1.9260 0.67 0.82 1.10 0.4189
H -3.6086 0.6373 0.9505 0.89 1.15 0.73 0.3119
H 1.8519 1.6760 -1.6404 1.99 -2.00 -0.56 0.2750
H 2.6563 0.7274 -2.8789 0.12 -0.69 -2.20 0.2713
H 3.4936 0.7855 -1.4060 0.13 -0.36 0.81 0.2938
H -0.7687 1.0756 0.6988 6.92 1.39 -2.40 0.0141
H -2.2837 -0.5280 -0.3309 -0.51 0.38 -1.23 0.3015
```
Forces are in eV/Å.

(9)
The following is a quantum chemistry calculation of the ion C6H12NO with charge +1 in a non-equilibrium geometry, from the Open Molecules 2025 dataset.

* total charge: +1
* LUMO level: -3.84 eV
* HOMO level: -13.05 eV
* 2S+1: 1
* SMILES string: C=C(C)C[C@@H]([NH3+])C=O

Geometry as XYZ:
```
20
Properties=species:S:1:pos:R:3:forces:R:3:mulliken_charge:R:1
C 0.8089 2.1756 1.2709 0.34 -0.53 0.22 -1.0874
C -0.0289 1.3688 0.6220 1.42 -0.41 1.66 0.6110
C -1.4852 1.3658 0.9457 -0.17 -0.41 0.01 -1.2492
C 0.5467 0.3981 -0.3786 -0.66 1.35 -2.77 -0.8942
C -0.0979 -0.9713 -0.6196 0.93 0.23 -0.91 -0.0789
N 0.7155 -1.6830 -1.7184 -1.00 0.10 0.32 -0.2627
C -0.1972 -1.9351 0.5321 -0.80 0.30 -0.08 0.2060
O 0.2526 -3.0445 0.4872 0.22 0.05 0.03 -0.4769
H 0.5149 2.7784 2.1146 -0.42 0.35 -0.17 0.3231
H 1.8802 2.1676 1.1109 -0.01 -0.08 -0.24 0.2699
H -1.6996 1.5809 1.9925 0.30 0.52 -0.09 0.3913
H -1.9279 0.3757 0.8456 -0.26 0.01 -0.55 0.2846
H -1.9554 2.0997 0.2976 -0.58 -0.15 0.02 0.3108
H 0.3457 0.9123 -1.3547 -0.25 -0.27 0.23 0.3572
H 1.6331 0.3800 -0.5242 0.07 -0.28 1.29 0.5707
H -1.0959 -0.8479 -1.0492 -0.05 0.01 0.29 0.3381
H 0.8127 -2.6409 -1.3514 0.34 -0.31 -0.10 0.3489
H 1.6118 -1.2652 -1.9271 0.50 0.13 0.39 0.3335
H 0.2233 -1.6916 -2.6078 -0.25 -0.19 -0.04 0.3625
H -0.8573 -1.5235 1.3119 0.34 -0.39 0.47 0.3417
```
Forces are in eV/Å.

(10)
The following is a quantum chemistry calculation of the ion C6H12NO with charge +1 in a non-equilibrium geometry, from the Open Molecules 2025 dataset.

* total charge: +1
* LUMO level (alpha / beta): -3.11 / -6.65 eV
* HOMO level (alpha / beta): -9.93 / -13.55 eV
* 2S+1: 3

Geometry as XYZ:
```
20
Properties=species:S:1:pos:R:3:forces:R:3:mulliken_charge:R:1
C 0.9781 -0.3563 -1.3439 -2.36 2.36 1.15 -0.2157
C -0.0179 0.0607 -0.6026 6.49 1.95 -2.81 -0.2513
C -2.4440 0.7061 -0.0667 -0.03 -0.14 1.91 -1.3735
C 0.0366 -1.0915 1.9764 2.33 -1.54 -1.69 -0.6479
C 2.1493 0.3299 -1.9680 0.24 -1.93 0.60 -0.4028
C -1.1335 0.0571 0.1485 -5.75 -0.91 3.60 0.4005
N -1.0135 -0.1190 1.6663 -0.59 -0.46 -1.35 -0.2087
O 2.8238 1.2004 -1.1330 0.11 0.13 0.39 -0.4939
H 0.7493 -1.2781 -1.7371 -0.10 -2.74 -1.55 0.4827
H -2.5231 1.2714 -0.9794 -0.22 0.15 -0.17 0.3829
H -3.1953 -0.1017 0.0320 -0.20 0.47 -0.52 0.3910
H -2.6362 1.3333 0.8980 0.03 -0.32 -1.85 0.3396
H 0.8363 -1.0612 1.0918 -1.84 0.12 1.95 0.1649
H 0.6584 -0.9977 2.8782 -1.03 0.40 0.02 0.3626
H -0.4456 -2.0702 1.8823 0.34 0.10 0.38 0.3260
H 2.7163 -0.5714 -2.2584 0.66 0.66 -0.24 0.2981
H 1.8030 0.8221 -2.8462 -0.45 0.32 -0.98 0.3397
H -1.9971 -0.3678 1.9107 1.09 -0.52 0.21 0.4289
H -0.9389 0.7755 2.0915 0.89 1.50 0.77 0.3502
H 3.5941 1.4584 -1.6403 0.40 0.39 0.20 0.3267
```
Forces are in eV/Å.

Taking the records one at a time from the top gives energy above the lowest of the compared OMol25 structures with the same formula, charge and spin values of 1.3011, 0.0000, 5.1686, 5.0263, 2.9686, 4.9422, 7.5744, 5.4958, 1.0632, 2.2590 eV.
Taking the records one at a time from the top gives M values of 170.2, 218.3, 186.3, 114.2, 114.2, 114.2, 114.2, 114.2, 114.2, 114.2 g/mol.